{"formula": "C34H41Cl3NOOsP3", "method": "ωB97M-V with the def2-TZVPD basis set", "total_charge": 2, "homo_lumo_gap_ev": [6.2, 6.0], "lumo_energy_ev": [-5.02, -7.20], "multiplicity": 5, "s_squared": 6.056, "e_homo_ev": [-11.18, -13.19], "e_tot_ev": -107343.225, "species": ["P", "C", "C", "H", "C", "H", "C", "H", "C", "H", "C", "H", "C", "C", "H", "C", "H", "C", "H", "C", "H", "C", "H", "C", "C", "H", "C", "H", "C", "H", "C", "H", "C", "H", "Os", "C", "C", "H", "C", "O", "H", "C", "H", "C", "Cl", "Cl", "P", "C", "H", "H", "H", "C", "H", "H", "H", "C", "H", "H", "H", "P", "C", "C", "H", "H", "H", "H", "H", "H", "C", "H", "H", "H", "H", "Cl", "C", "C", "C", "C", "N", "C", "H", "H", "H", "H"], "positions_angstrom": [[-1.770, -3.676, -3.900], [-2.997, -2.595, -4.454], [-2.907, -2.676, -5.864], [-1.969, -3.040, -6.303], [-4.021, -2.361, -6.600], [-3.965, -2.470, -7.681], [-5.186, -1.915, -5.955], [-6.046, -1.677, -6.559], [-5.235, -1.768, -4.559], [-6.147, -1.415, -4.085], [-4.138, -2.091, -3.771], [-4.136, -1.986, -2.687], [-0.129, -3.367, -4.444], [0.370, -2.172, -5.036], [-0.199, -1.237, -4.953], [1.565, -2.242, -5.734], [1.967, -1.340, -6.209], [2.224, -3.471, -5.869], [3.137, -3.538, -6.455], [1.733, -4.638, -5.270], [2.223, -5.609, -5.385], [0.588, -4.587, -4.513], [0.141, -5.471, -4.025], [-2.094, -4.809, -2.616], [-2.745, -5.774, -3.420], [-2.937, -5.499, -4.478], [-3.073, -6.976, -2.852], [-3.560, -7.711, -3.494], [-2.778, -7.206, -1.504], [-3.046, -8.166, -1.088], [-2.172, -6.232, -0.697], [-1.955, -6.434, 0.350], [-1.829, -4.994, -1.229], [-1.426, -4.184, -0.615], [0.013, 0.057, -0.062], [1.888, -0.818, 0.014], [2.313, -1.845, -0.718], [2.562, -0.326, 0.738], [1.262, -2.478, -1.670], [1.202, -3.923, -1.265], [0.467, -4.390, -1.708], [0.026, -1.754, -1.544], [1.684, -2.466, -2.713], [-0.948, -1.005, -1.120], [0.760, 1.629, 1.586], [-2.160, 1.191, -0.217], [0.567, 1.549, -1.706], [0.221, 3.262, -1.184], [0.951, 3.542, -0.418], [-0.786, 3.279, -0.752], [0.278, 3.927, -2.055], [2.340, 1.563, -2.129], [2.625, 0.597, -2.564], [2.907, 1.719, -1.203], [2.554, 2.373, -2.841], [-0.277, 1.407, -3.320], [-1.333, 1.162, -3.155], [0.189, 0.620, -3.928], [-0.209, 2.366, -3.855], [3.982, -2.579, -0.651], [5.097, -1.481, 0.224], [4.530, -2.819, -2.348], [4.744, -1.325, 1.253], [5.149, -0.506, -0.282], [6.111, -1.907, 0.263], [3.842, -3.500, -2.867], [5.546, -3.241, -2.375], [4.529, -1.849, -2.866], [3.885, -4.172, 0.178], [3.438, -4.028, 1.171], [4.882, -4.627, 0.286], [3.229, -4.826, -0.411], [-1.930, -1.214, -1.609], [-0.370, -5.100, 2.704], [-0.806, -3.436, 2.646], [-1.613, -2.876, 3.634], [-1.959, -1.538, 3.484], [-1.502, -0.832, 2.375], [-0.655, -1.346, 1.469], [-0.324, -2.653, 1.583], [-1.944, -3.482, 4.472], [-2.572, -0.998, 4.202], [-1.769, 0.211, 2.205], [0.358, -3.100, 0.850]], "lowdin_spin": [0.427, 0.047, 0.064, 0.003, -0.003, -0.001, 0.060, 0.003, 0.008, 0.000, 0.040, 0.002, 0.051, 0.056, 0.002, 0.000, -0.001, 0.068, 0.004, -0.006, -0.002, 0.059, 0.001, 0.050, 0.056, 0.015, 0.007, 0.000, 0.009, 0.001, 0.003, 0.000, 0.016, 0.004, 1.485, 0.029, 0.044, 0.006, 0.123, 0.046, 0.003, 0.772, 0.015, 0.143, 0.223, -0.002, 0.009, 0.003, 0.001, 0.000, 0.000, -0.003, 0.000, 0.000, 0.000, 0.005, 0.000, 0.001, 0.000, 0.008, 0.005, 0.000, 0.000, 0.000, 0.001, 0.000, 0.000, 0.000, 0.001, 0.000, 0.000, 0.001, 0.041, 0.000, 0.000, 0.001, 0.000, 0.002, -0.011, 0.002, 0.000, 0.000, 0.000, 0.002]}